Computed, not measured: a 9-piece molecular cluster, C40H77Br16F3N2O3P overall, with ωB97M-V/def2-TZVPD.

```
! wB97M-V def2-TZVPD RIJCOSX def2/J DEFGRID3
* xyz 1 1
C -6.1577 -7.2088 1.2470
C -6.4425 -6.7554 -0.2301
C -7.0385 -5.3055 -0.2965
C -6.3450 -4.3772 -1.3571
N -5.9640 -3.0708 -0.7678
N -4.6412 -3.0053 -0.3978
C -3.8838 -3.9605 0.0138
C -2.4047 -3.5139 0.2584
C -1.3446 -4.6151 -0.0248
C -0.5987 -4.9703 1.3282
C 0.5331 -6.0826 1.1889
O -0.8036 -6.2745 1.8163
C -2.3839 -2.2684 -0.6977
C -1.1001 -1.4581 -0.2804
C -0.9832 -0.9554 1.1698
C 0.4338 -0.3007 1.4857
C 1.3287 -0.1114 0.2299
C 1.1105 -1.1851 2.5775
C -2.1404 -2.4740 -2.2246
C -2.6380 -3.7964 -2.8712
C -1.6460 -4.2866 -3.9996
C -1.3103 -5.7898 -3.7157
C -2.2545 -4.2051 -5.4323
C -3.7936 -1.7645 -0.3797
C -4.4653 -0.7031 -1.3390
C -3.6720 0.6290 -1.4635
O -3.6298 0.9558 -2.8632
C -4.3126 1.8529 -0.7323
F -3.4575 2.2872 0.2355
F -4.4920 2.9042 -1.5258
F -5.4746 1.5950 -0.1118
P -4.2581 -1.0726 1.3091
O -5.6373 -1.4500 1.7315
H -6.9620 -7.8674 1.6098
H -5.1756 -7.7045 1.3236
H -6.1338 -6.3547 1.9476
H -5.5687 -6.8983 -0.8871
H -7.2264 -7.4376 -0.6007
H -7.0191 -4.8845 0.7232
H -8.1045 -5.3985 -0.5645
H -5.5377 -4.8778 -1.9093
H -7.1277 -4.1496 -2.1029
H -6.5928 -2.9068 0.0200
H -4.2054 -5.0030 0.1498
H -2.4083 -3.3564 1.3488
H -1.7796 -5.5771 -0.3376
H -0.5517 -4.2918 -0.7171
H -0.4177 -4.1426 2.0411
H 0.5301 -6.1061 0.0968
H 1.2721 -5.5870 1.8210
H -0.9519 -0.6582 -1.0250
H -0.2500 -2.1468 -0.4482
H -1.6965 -0.1092 1.2834
H -1.1512 -1.7176 1.9431
H 0.2598 0.7163 1.8870
H 0.8244 0.3966 -0.6058
H 1.7517 -1.0883 -0.0684
H 2.1760 0.5339 0.5208
H 1.2408 -2.1881 2.1232
H 2.0688 -0.7454 2.8767
H 0.3827 -1.2666 3.4028
H -2.5207 -1.6375 -2.8384
H -1.0487 -2.4350 -2.3778
H -2.7576 -4.6563 -2.1914
H -3.6120 -3.6653 -3.3827
H -0.6784 -3.7606 -3.9756
H -0.7408 -6.2422 -4.5444
H -0.7093 -5.9232 -2.7987
H -2.2470 -6.3617 -3.5843
H -1.9125 -3.2812 -5.9278
H -1.8057 -5.0274 -6.0197
H -3.3448 -4.3413 -5.4672
H -5.5337 -0.5776 -1.0970
H -4.4533 -1.1628 -2.3435
H -2.6200 0.5737 -1.1530
H -4.5628 1.0570 -3.1149
H -3.3411 -1.6305 2.2428
H -4.0976 0.3279 1.3967
Br 3.2894 1.4761 3.0686
C 5.1394 1.1298 3.5597
C 5.7484 0.1464 2.5979
Br 5.1172 -1.6572 2.9761
H 5.1429 0.7856 4.5899
H 5.6430 2.0937 3.5041
H 6.8306 0.1056 2.7120
H 5.5054 0.3597 1.5601
Br 0.8341 4.3191 1.1499
C 0.0861 5.1475 2.7492
C 0.7641 4.6431 3.9945
Br 0.1480 2.8547 4.4518
H -0.9814 4.9545 2.7351
H 0.2608 6.2164 2.6242
H 0.5052 5.2639 4.8509
H 1.8458 4.5915 3.9017
Br 4.3940 7.6838 -0.5612
C 2.9008 7.0645 -1.6541
C 1.9028 8.1649 -1.8868
Br 0.8106 8.4682 -0.3025
H 2.4752 6.2016 -1.1489
H 3.3510 6.7452 -2.5928
H 1.2015 7.8841 -2.6681
H 2.3633 9.1152 -2.1424
Br 1.8304 7.7401 -5.4457
C 2.8417 6.2107 -6.0951
C 2.2823 4.9111 -5.5784
Br 2.7722 4.5950 -3.7154
H 3.8773 6.3729 -5.8102
H 2.7548 6.2565 -7.1794
H 2.7091 4.0731 -6.1269
H 1.1986 4.8612 -5.6306
Br 3.8402 -5.4939 -0.6002
C 5.5865 -4.7236 -1.0122
C 5.8335 -3.4711 -0.2198
Br 4.8408 -1.9613 -0.9467
H 5.6162 -4.5660 -2.0866
H 6.3086 -5.4918 -0.7389
H 6.8798 -3.1817 -0.2824
H 5.5484 -3.5623 0.8238
Br 2.1491 13.3360 2.1131
C 3.3290 11.8038 2.3406
C 2.6606 10.5255 1.9096
Br 1.3776 9.9121 3.2418
H 3.6386 11.7948 3.3818
H 4.1915 12.0129 1.7098
H 3.3901 9.7215 1.8255
H 2.1222 10.6194 0.9725
Br -2.6524 5.6110 5.0676
C -3.2730 7.4468 4.8674
C -2.1163 8.4044 4.7543
Br -1.2869 8.7215 6.4866
H -3.9212 7.6563 5.7131
H -3.8633 7.4500 3.9523
H -2.4604 9.3815 4.4192
H -1.3334 8.0521 4.0877
Br 8.5434 -6.2279 0.4253
C 10.2992 -5.4803 0.0216
C 10.5666 -4.2248 0.8096
Br 9.6095 -2.6966 0.0736
H 10.3371 -5.3271 -1.0529
H 11.0062 -6.2602 0.2994
H 11.6194 -3.9550 0.7477
H 10.2764 -4.3067 1.8530
*
```

The max |F| is 5.11 eV Å⁻¹. Its HOMO energy is -10.99 eV. The calculation puts the HOMO-LUMO gap at 7.57 eV. The value obtained for the energy is -1189963.52759 eV.

Computed, not measured: a 5-piece molecular cluster, C40H79BN5O9S2 overall, with ωB97M-V/def2-TZVPD.

```
! wB97M-V def2-TZVPD RIJCOSX def2/J DEFGRID3
* xyz -1 5
C 5.7563 -4.8889 -0.1460
C 5.4672 -3.8272 -1.0544
C 4.9127 -2.6355 -2.0886
S 4.9310 -0.9335 -1.3066
O 5.2594 0.0780 -2.4728
O 6.1181 -0.7851 -0.2907
N 3.4145 -0.4219 -0.6076
S 2.6471 -1.6863 0.3211
O 3.6143 -2.4953 1.2374
O 1.6440 -0.9616 1.3003
B 1.5268 -2.8166 -0.7461
C 1.3372 -4.4235 -0.4340
O 0.8510 -2.1238 -1.8987
H 6.0362 -5.9849 0.2346
H 3.8947 -2.9295 -2.6094
H 5.7196 -2.6135 -2.9681
H 1.0430 -4.5706 0.7007
H 2.4105 -4.9311 -0.5464
H 0.5652 -4.9109 -1.1854
H 0.9225 -2.7266 -2.6959
C 10.6547 2.1598 3.7289
C 10.7214 3.0120 2.4252
C 9.7002 4.1880 2.4650
C 8.2640 3.8095 2.1329
C 8.2012 3.0129 0.8370
C 9.1169 1.7641 0.8736
N 10.5368 2.1025 1.2437
O 11.1263 2.7248 0.1291
C 8.5088 0.7405 1.8726
C 9.0218 1.0269 -0.4996
C 12.1399 3.6776 2.4963
H 10.3436 1.1275 3.5609
H 11.6389 2.0595 4.2036
H 9.9776 2.5957 4.4706
H 10.0077 4.9619 1.7485
H 9.7198 4.6719 3.4506
H 7.8175 3.2489 2.9610
H 7.6641 4.7216 2.0267
H 7.1610 2.7180 0.6471
H 8.4848 3.6677 0.0022
H 9.1428 -0.1489 1.9598
H 7.5209 0.3999 1.5342
H 8.3517 1.1467 2.8724
H 9.2911 1.6681 -1.3460
H 7.9971 0.6818 -0.6916
H 9.6710 0.1443 -0.5181
H 12.9373 2.9270 2.4128
H 12.2772 4.1971 3.4532
H 12.2951 4.4277 1.7131
C 1.5925 3.0052 0.5907
C 2.7519 3.7714 -0.1158
C 3.8916 4.1226 0.8869
C 3.6318 5.3408 1.7611
C 3.1986 6.5302 0.9152
C 1.9703 6.2017 0.0306
N 2.1817 4.9732 -0.8141
O 3.0629 5.3221 -1.8527
C 0.7316 6.0370 0.9548
C 1.6147 7.4571 -0.8273
C 3.3568 2.7010 -1.0897
H 0.6432 3.5432 0.5807
H 1.3591 2.0593 0.0859
H 1.8310 2.7689 1.6327
H 4.8202 4.3117 0.3311
H 4.1037 3.2612 1.5341
H 2.8824 5.1078 2.5249
H 4.5486 5.5985 2.3055
H 2.9773 7.3787 1.5758
H 4.0431 6.8491 0.2898
H -0.1588 5.7679 0.3756
H 0.5038 6.9754 1.4783
H 0.8674 5.2904 1.7380
H 2.4493 7.7964 -1.4506
H 1.3453 8.3082 -0.1878
H 0.7581 7.2573 -1.4808
H 2.6423 2.4310 -1.8790
H 3.6090 1.7812 -0.5469
H 4.2816 3.0397 -1.5691
C -5.7911 -5.1083 0.7896
C -4.5665 -4.1797 0.5280
C -4.9603 -2.9600 -0.3580
C -5.0503 -3.2461 -1.8500
C -3.7955 -3.9552 -2.3407
C -3.5025 -5.2471 -1.5379
N -3.4518 -5.0026 -0.0529
O -2.2426 -4.3407 0.2244
C -4.5884 -6.3008 -1.8931
C -2.1863 -5.8905 -2.0782
C -4.2459 -3.5901 1.9456
H -5.6752 -6.1115 0.3762
H -5.9486 -5.2865 1.8607
H -6.7190 -4.6876 0.3888
H -4.2213 -2.1584 -0.2233
H -5.9173 -2.5410 -0.0196
H -5.9466 -3.8354 -2.0707
H -5.1681 -2.3008 -2.3938
H -3.9081 -4.1862 -3.4080
H -2.9453 -3.2635 -2.2713
H -4.4434 -7.2238 -1.3208
H -4.5417 -6.5706 -2.9568
H -5.6076 -5.9514 -1.7243
H -1.3286 -5.2110 -2.0267
H -2.2900 -6.1722 -3.1345
H -1.9363 -6.8009 -1.5218
H -3.8961 -4.3721 2.6330
H -5.1423 -3.1395 2.3902
H -3.4872 -2.8006 1.9138
C -9.3563 0.1358 -2.4443
C -9.9180 -1.2604 -2.0375
C -11.4760 -1.2606 -2.0210
C -12.1101 -0.6536 -0.7778
C -11.5035 -1.2508 0.4845
C -9.9613 -1.1097 0.5149
N -9.3084 -1.6623 -0.7244
O -9.3622 -3.0648 -0.6397
C -9.6110 0.3923 0.7076
C -9.4182 -1.7760 1.8185
C -9.5050 -2.1836 -3.2362
H -8.7685 0.6158 -1.6603
H -8.6564 0.0662 -3.2865
H -10.1513 0.8292 -2.7371
H -11.8409 -2.2936 -2.1023
H -11.8630 -0.7389 -2.9064
H -12.0011 0.4360 -0.7889
H -13.1893 -0.8499 -0.7887
H -11.9487 -0.7635 1.3617
H -11.7897 -2.3089 0.5512
H -8.5264 0.5477 0.7000
H -9.9826 0.7622 1.6727
H -10.0542 1.0441 -0.0460
H -9.7029 -2.8300 1.9076
H -9.8151 -1.2756 2.7118
H -8.3254 -1.7108 1.8678
H -8.4141 -2.2974 -3.2946
H -9.8416 -1.7560 -4.1892
H -9.9485 -3.1832 -3.1729
*
```

The max |F| is 9.94 eV Å⁻¹. As for the expectation value of S²: 6.02. Its HOMO energy (spin up / spin down) is -6.10 / -6.10 eV. The calculation puts the HOMO-LUMO gap (spin up / spin down) at 7.70 / 6.63 eV. The value obtained for the energy is -90971.21428 eV.

Computed, not measured: a 19-piece molecular cluster, C40H80Cl14F6O33P overall, with ωB97M-V/def2-TZVPD.

```
! wB97M-V def2-TZVPD RIJCOSX def2/J DEFGRID3
* xyz -1 1
P -19.7177 -9.1426 -17.3821
F -20.8631 -10.3264 -17.3760
F -18.5840 -10.2581 -17.8734
F -20.1595 -8.7920 -18.9602
F -18.5185 -7.9674 -17.4535
F -20.8374 -8.1257 -16.8510
F -19.2936 -9.4538 -15.8566
C -25.9104 -5.2631 -16.5962
O -26.4480 -6.5264 -16.1918
C -26.3266 -7.0266 -14.9441
O -26.7258 -8.1443 -14.5531
O -26.0248 -5.9925 -14.0813
C -25.9811 -6.2678 -12.6977
H -25.9590 -5.0946 -17.6720
H -24.8379 -5.3119 -16.4078
H -26.2872 -4.4537 -15.9710
H -25.5587 -5.4455 -12.1203
H -25.3202 -7.0733 -12.3777
H -26.9602 -6.5354 -12.3005
C -17.2493 -8.8851 -20.8780
O -16.0013 -8.5943 -21.5735
C -15.2062 -9.4728 -22.2262
O -15.3375 -10.6836 -22.2374
O -14.2642 -8.7485 -22.6644
C -13.1413 -9.3541 -23.2857
H -17.2012 -9.7347 -20.1968
H -17.9590 -9.0767 -21.6829
H -17.6948 -8.0034 -20.4171
H -12.3675 -8.5931 -23.1849
H -13.3963 -9.6494 -24.3035
H -12.8574 -10.2334 -22.7074
C -16.2773 -4.5846 -18.9129
O -16.8112 -3.4766 -19.6007
C -17.2639 -3.5938 -20.8523
O -17.5310 -4.6206 -21.4599
O -17.4698 -2.3707 -21.2084
C -17.9572 -2.1568 -22.5620
H -16.1070 -4.2994 -17.8748
H -15.3446 -4.9317 -19.3575
H -16.8836 -5.4904 -18.9084
H -18.9241 -2.6333 -22.7239
H -17.2934 -2.6431 -23.2768
H -18.0449 -1.0810 -22.7132
C -20.7567 -11.0800 -14.0444
O -22.1398 -11.0522 -13.6152
C -22.5390 -11.2014 -12.3752
O -21.8039 -11.4316 -11.4232
O -23.8825 -10.9838 -12.3529
C -24.5036 -10.8397 -11.0637
H -20.8094 -11.0304 -15.1320
H -20.1850 -11.9170 -13.6438
H -20.1895 -10.2645 -13.5958
H -24.0635 -11.4115 -10.2467
H -25.5712 -11.0227 -11.1859
H -24.4182 -9.7924 -10.7739
C -18.8407 -10.0406 -9.2003
O -18.7575 -8.9384 -10.0809
C -18.2787 -9.1043 -11.3739
O -17.9361 -10.1543 -11.8861
O -18.3890 -7.9580 -12.0164
C -18.1252 -7.9487 -13.4364
H -19.4846 -10.8474 -9.5504
H -19.1604 -9.5705 -8.2703
H -17.8223 -10.3926 -9.0363
H -17.7312 -6.9471 -13.6092
H -19.0418 -8.1096 -14.0038
H -17.3876 -8.6115 -13.8890
C -16.7950 -13.1492 -21.3535
O -17.3093 -14.2720 -20.5791
C -16.8286 -15.5203 -20.7140
O -17.2270 -16.4311 -20.0198
O -15.7767 -15.5076 -21.5303
C -15.2067 -16.7619 -21.9119
H -15.7325 -13.2126 -21.5885
H -16.9156 -12.1816 -20.8664
H -17.2970 -13.1704 -22.3208
H -16.0076 -17.4661 -22.1372
H -14.5688 -17.0943 -21.0929
H -14.5659 -16.5822 -22.7752
C -18.8950 -13.2319 -17.4159
O -18.4120 -14.5298 -17.6630
C -19.3282 -15.5130 -18.0066
O -19.0323 -16.6720 -18.1154
O -20.5777 -15.0103 -18.2105
C -21.6217 -15.8834 -18.7095
H -19.2812 -12.6979 -18.2840
H -18.1146 -12.6642 -16.9091
H -19.6117 -13.2258 -16.5947
H -21.1806 -16.5349 -19.4638
H -22.5101 -15.3595 -19.0620
H -22.0620 -16.4323 -17.8771
C -23.5011 -15.2535 -13.3151
O -23.4394 -14.4290 -14.4329
C -22.4360 -14.4903 -15.3834
O -21.5091 -15.2701 -15.3193
O -22.4336 -13.5193 -16.3667
C -23.4991 -12.6151 -16.4358
H -23.6369 -16.2986 -13.5930
H -24.2346 -14.8848 -12.5981
H -22.5258 -15.1568 -12.8380
H -24.4551 -12.9854 -16.0655
H -23.5789 -12.2587 -17.4628
H -23.2891 -11.7302 -15.8351
C -24.2459 -8.4457 -18.4662
O -25.5259 -8.7212 -18.9416
C -25.8486 -9.9476 -19.1939
O -25.1640 -10.9409 -18.9271
O -27.0962 -9.9985 -19.7748
C -27.7579 -11.2244 -19.7891
H -24.3107 -7.4088 -18.1363
H -23.5402 -8.4395 -19.2969
H -23.8468 -9.0569 -17.6568
H -28.7712 -11.0953 -19.4088
H -27.2022 -11.9731 -19.2245
H -27.9642 -11.4212 -20.8411
C -13.4862 -4.8871 -16.1231
O -14.1122 -6.0367 -16.6329
C -13.4583 -7.2818 -16.6342
O -12.3214 -7.4974 -16.2977
O -14.2772 -8.3104 -17.1352
C -15.6616 -8.1082 -17.4240
H -14.0426 -3.9500 -16.1444
H -12.5140 -4.7608 -16.5994
H -13.3467 -4.9624 -15.0447
H -16.2722 -9.0111 -17.4164
H -15.8717 -7.5806 -18.3544
H -16.0254 -7.6103 -16.5252
C -20.9228 -4.6658 -15.2012
O -21.6082 -5.8459 -14.7918
C -22.0650 -6.0134 -13.4883
O -21.9468 -5.1960 -12.6026
O -22.6376 -7.2717 -13.3037
C -22.8998 -8.1770 -14.3682
H -20.0045 -4.5280 -14.6304
H -21.5496 -3.8037 -14.9735
H -20.6481 -4.6975 -16.2556
H -23.6513 -8.9066 -14.0666
H -21.9811 -8.6072 -14.7669
H -23.3724 -7.4954 -15.0755
C -19.6472 -6.8112 -23.3409
Cl -19.1995 -8.1120 -24.4793
Cl -20.1216 -5.3555 -24.2608
H -20.4143 -7.2228 -22.6851
H -18.7248 -6.5679 -22.8134
C -17.2507 -2.9199 -15.8886
Cl -18.5148 -2.0501 -15.0286
Cl -17.2852 -4.6072 -15.5919
H -17.3783 -2.7895 -16.9632
H -16.2815 -2.6463 -15.4716
C -16.6362 -11.5099 -14.6581
Cl -15.0826 -11.8110 -15.4709
Cl -17.3904 -13.0642 -14.4360
H -16.3592 -11.0936 -13.6896
H -17.3061 -10.8588 -15.2198
C -13.2969 -13.3353 -18.5738
Cl -12.9940 -13.5788 -20.3170
Cl -15.0322 -13.3082 -18.3362
H -12.9131 -14.1531 -17.9639
H -12.9091 -12.3303 -18.4070
C -23.9882 -7.7594 -22.9987
Cl -22.6564 -8.4654 -23.9134
Cl -25.4516 -8.6579 -22.9946
H -23.6968 -7.6252 -21.9570
H -24.1127 -6.7788 -23.4579
C -20.9098 -11.8526 -20.3831
Cl -21.5176 -10.7778 -21.6618
Cl -20.5260 -13.4376 -21.0302
H -19.9638 -11.4193 -20.0582
H -21.5715 -11.9028 -19.5183
C -20.3780 -5.8250 -19.1899
Cl -21.8469 -5.8429 -20.2128
Cl -19.9859 -4.1558 -18.8533
H -20.5974 -6.3855 -18.2812
H -19.6335 -6.3619 -19.7778
*
```

The max |F| is 4.65 eV Å⁻¹. Its HOMO energy is -7.56 eV. The calculation puts the HOMO-LUMO gap at 9.23 eV. The value obtained for the energy is -311258.50357 eV.

> Among the records above, which one has the highest max |F|?

C40H79BN5O9S2